{
  "formula": "C10H10ClN3O3S2",
  "method": "ωB97M-V/def2-TZVPD",
  "smiles": "COCc1nnc(NS(=O)(=O)c2ccc(Cl)cc2)s1",
  "homo_energy_ev": -9.4,
  "homo_lumo_gap_ev": 9.327,
  "elements": ["C", "O", "C", "C", "N", "N", "C", "N", "S", "O", "O", "C", "C", "C", "C", "Cl", "C", "C", "S", "H", "H", "H", "H", "H", "H", "H", "H", "H", "H"],
  "positions_angstrom": [[0.55168, -3.38372, 1.24604], [0.64760, -2.62886, 2.43092], [-0.59716, -2.20610, 2.92984], [-1.25629, -1.18866, 2.05812], [-2.40800, -1.32575, 1.51649], [-2.78952, -0.30590, 0.75696], [-1.91387, 0.64329, 0.70564], [-2.04356, 1.78037, -0.01767], [-0.80080, 2.91720, -0.19376], [-1.38178, 3.95765, -0.97610], [-0.26351, 3.20369, 1.09570], [0.37948, 1.98609, -1.15581], [1.56408, 1.56971, -0.57958], [2.44474, 0.79961, -1.31949], [2.11927, 0.46506, -2.62794], [3.20550, -0.49773, -3.55042], [0.93176, 0.89793, -3.20778], [0.05548, 1.66375, -2.46037], [-0.46916, 0.33901, 1.64700], [1.56747, -3.67384, 0.98658], [0.11732, -2.79968, 0.42685], [-0.05998, -4.28010, 1.40006], [-0.38583, -1.77090, 3.91087], [-1.28932, -3.05280, 3.04447], [-2.91209, 1.91755, -0.50855], [1.78229, 1.85481, 0.43709], [3.37261, 0.45919, -0.88856], [0.70198, 0.63438, -4.22789], [-0.87038, 2.02474, -2.87871]],
  "forces_ev_per_angstrom": [[0.0, -0.1, -0.1], [0.2, 0.1, 0.2], [0.0, -0.1, 0.3], [0.6, 0.5, -0.1], [0.1, -1.2, 0.7], [-0.7, 1.2, -1.1], [1.1, -0.6, 0.9], [0.3, 1.1, -0.3], [-0.7, -0.4, -0.3], [-0.1, -0.1, -0.3], [0.2, -0.3, 0.0], [-0.2, 0.4, 0.4], [0.0, 0.1, 0.0], [0.0, 0.0, -0.2], [-0.2, 0.2, 0.3], [0.2, -0.1, -0.1], [0.0, 0.0, 0.1], [0.0, 0.0, -0.1], [-0.8, -0.8, 0.2], [0.0, 0.0, -0.1], [0.0, 0.0, 0.0], [0.0, 0.0, 0.0], [-0.1, -0.1, -0.1], [0.0, 0.2, 0.0], [0.0, 0.2, -0.2], [0.1, 0.0, 0.1], [0.1, 0.0, 0.0], [0.0, 0.0, -0.1], [-0.1, 0.0, -0.2]],
  "nbo_charge": [-0.26, -0.52, -0.11, 0.01, -0.23, -0.32, 0.22, -0.87, 2.33, -0.91, -0.91, -0.35, -0.16, -0.23, -0.02, 0.03, -0.22, -0.17, 0.34, 0.20, 0.17, 0.17, 0.21, 0.20, 0.45, 0.25, 0.24, 0.24, 0.24]
}